Entry 1:
ORCA calculation (wB97M-V/def2-TZVPD) on one molecule with the formula C23H29N3O4S in a non-equilibrium geometry.

Calculated values
SMILES: CN(C[C@H]1CCCO1)S(=O)(=O)c1ccc(C(=O)N2CCN(c3ccccc3)CC2)cc1
HOMO: -0.2913 Eh
E_tot: -1757.2371 Eh
relative energy (zero: lowest compared OMol25 entry of this formula, charge and spin): 227.9 kJ/mol

Each line ends with the natural charge from an NBO analysis.
Positions of all 60 atoms, in Å:
1 C -3.80 -0.39 -2.32  -0.427
2 N -4.18 -0.21 -0.94  -0.673
3 S -4.22 -1.60 -0.01  2.335
4 O -4.78 -1.23 1.26  -0.942
5 O -4.87 -2.61 -0.79  -0.934
6 C -2.50 -2.03 0.22  -0.338
7 C -1.85 -2.77 -0.76  -0.194
8 C -0.50 -3.03 -0.63  -0.175
9 C 0.21 -2.53 0.46  -0.116
10 C -0.46 -1.80 1.44  -0.153
11 C -1.81 -1.55 1.32  -0.199
12 H -2.36 -1.00 2.07  0.242
13 H 0.08 -1.44 2.31  0.220
14 C 1.65 -2.89 0.62  0.663
15 O 2.00 -4.05 0.72  -0.611
16 N 2.53 -1.86 0.68  -0.435
17 C 2.25 -0.49 0.30  -0.235
18 H 1.18 -0.35 0.16  0.225
19 H 2.61 0.17 1.09  0.200
20 C 3.00 -0.16 -1.01  -0.216
21 N 4.42 -0.39 -0.86  -0.457
22 C 5.25 0.63 -0.40  0.259
23 C 6.26 0.42 0.54  -0.313
24 C 7.10 1.45 0.92  -0.172
25 C 6.95 2.72 0.39  -0.256
26 C 5.95 2.94 -0.55  -0.184
27 C 5.12 1.92 -0.94  -0.285
28 H 4.38 2.11 -1.70  0.209
29 H 5.83 3.92 -0.98  0.213
30 H 7.60 3.53 0.70  0.213
31 H 7.87 1.26 1.65  0.211
32 H 6.41 -0.55 0.99  0.209
33 C 4.67 -1.77 -0.49  -0.224
34 H 5.74 -1.95 -0.41  0.218
35 C 3.95 -2.14 0.82  -0.247
36 H 4.06 -3.20 1.04  0.252
37 H 4.34 -1.54 1.65  0.197
38 H 4.27 -2.40 -1.29  0.204
39 H 2.81 0.88 -1.27  0.215
40 H 2.63 -0.80 -1.81  0.196
41 H 0.01 -3.62 -1.37  0.231
42 H -2.43 -3.15 -1.59  0.242
43 C -3.70 0.97 -0.27  -0.262
44 H -2.66 1.20 -0.55  0.192
45 H -3.75 0.77 0.80  0.229
46 C -4.59 2.20 -0.56  0.098
47 C -6.06 1.91 -0.22  -0.435
48 H -6.70 2.61 -0.75  0.210
49 C -6.09 2.18 1.28  -0.445
50 H -5.83 1.27 1.83  0.221
51 C -5.00 3.25 1.47  -0.074
52 H -5.42 4.25 1.59  0.179
53 H -4.35 3.04 2.33  0.174
54 O -4.21 3.27 0.28  -0.528
55 H -7.06 2.53 1.63  0.221
56 H -6.33 0.89 -0.47  0.235
57 H -4.45 2.53 -1.59  0.184
58 H -4.22 -1.35 -2.64  0.240
59 H -2.71 -0.40 -2.45  0.181
60 H -4.23 0.41 -2.92  0.210



Entry 2:
ORCA calculation (wB97M-V/def2-TZVPD) on a 2-piece molecular cluster, C5H14N overall.

Calculated values
spin multiplicity: 2
HOMO (spin up / spin down): -0.1409 / -0.2832 Eh
E_tot: -253.4984 Eh
relative energy (zero: lowest compared OMol25 entry of this formula, charge and spin): 225.7 kJ/mol
⟨S²⟩: 0.754

Each line ends with the Löwdin spin population.
Positions of all 20 atoms, in Å:
1 C -1.00 -2.08 -0.93  0.001
2 C -0.95 -0.71 -1.58  0.002
3 C 0.47 -0.20 -1.82  0.003
4 H -0.54 -2.85 -1.54  0.000
5 H -2.03 -2.36 -0.69  0.000
6 H -0.48 -2.06 0.04  0.002
7 H -1.49 0.02 -0.96  0.001
8 H -1.52 -0.71 -2.51  0.001
9 H 0.44 0.80 -2.26  0.001
10 H 1.05 -0.13 -0.89  0.003
11 H 1.02 -0.86 -2.49  0.000
12 C 1.09 0.99 1.97  0.348
13 C 1.30 2.38 1.92  0.419
14 N -0.24 0.52 1.55  0.063
15 H 1.85 0.23 1.95  0.026
16 H 2.19 2.78 2.39  0.037
17 H 0.54 3.06 1.55  0.052
18 H -0.95 1.22 1.77  0.016
19 H -0.28 0.33 0.54  0.013
20 H -0.48 -0.37 2.00  0.011



Entry 3:
ORCA calculation (wB97M-V/def2-TZVPD) on an isolated ion of composition C2H8N4O and charge +2 in a non-equilibrium geometry.

Calculated values
charge: +2
spin multiplicity: 3
HOMO (spin up / spin down): -0.5621 / -0.7027 Eh
E_tot: -374.3021 Eh
relative energy (zero: lowest compared OMol25 entry of this formula, charge and spin): 311.6 kJ/mol
⟨S²⟩: 2.019

Each line ends with the Löwdin spin population.
Positions of all 15 atoms, in Å:
1 C 0.35 0.50 -1.20  0.061
2 C -1.29 2.15 -0.44  0.027
3 N -0.43 1.21 -0.53  0.157
4 N 0.84 -0.64 -0.73  0.816
5 N 0.09 -1.15 0.71  0.773
6 N 1.03 -1.83 1.57  0.059
7 O -2.35 2.11 -1.16  0.011
8 H 0.89 0.72 -2.19  0.015
9 H -0.83 2.84 0.32  0.006
10 H 1.79 -0.98 -0.83  0.019
11 H -0.68 -1.73 0.38  0.024
12 H 1.62 -2.67 1.00  0.018
13 H 0.55 -2.14 2.33  0.012
14 H 1.52 -1.11 1.97  0.002
15 H -3.10 2.72 -1.20  0.001



Entry 4:
ORCA calculation (wB97M-V/def2-TZVPD) on C18H16F5N3O2RhS4 as an isolated structure in a non-equilibrium geometry.

Calculated values
charge: +1
HOMO: -0.4001 Eh
E_tot: -3212.6033 Eh

Each line ends with the natural charge from an NBO analysis.
Positions of all 49 atoms, in Å:
1 Rh 0.62 -0.40 0.75  0.424
2 C -0.39 -2.82 -1.19  -0.555
3 C -0.59 -1.65 -2.15  -0.542
4 S -0.26 0.00 -1.43  0.423
5 C 1.21 0.55 -2.39  -0.526
6 C 2.32 1.09 -1.53  -0.578
7 S 2.74 0.16 -0.03  0.575
8 C 3.40 -1.42 -0.62  -0.569
9 C 2.41 -2.42 -1.19  -0.545
10 S 1.01 -2.69 -0.06  0.435
11 H -1.24 -2.92 -0.52  0.254
12 H -0.31 -3.75 -1.76  0.258
13 H 0.03 -1.74 -3.04  0.236
14 H -1.62 -1.63 -2.48  0.263
15 H 1.53 -0.29 -3.01  0.224
16 H 0.86 1.34 -3.06  0.263
17 H 3.23 1.24 -2.12  0.260
18 H 2.04 2.06 -1.12  0.282
19 H 4.19 -1.20 -1.34  0.257
20 H 3.89 -1.83 0.27  0.266
21 H 2.03 -2.09 -2.16  0.219
22 H 2.91 -3.38 -1.33  0.261
23 O 2.47 0.63 2.97  -0.372
24 N 2.37 -0.54 3.21  0.388
25 O 1.62 -1.22 2.35  -0.563
26 F 0.76 4.28 6.40  -0.270
27 C 0.64 3.71 5.21  0.283
28 C 0.98 4.41 4.06  0.277
29 F 1.42 5.66 4.15  -0.274
30 C 0.85 3.80 2.83  0.337
31 F 1.19 4.50 1.74  -0.292
32 C 0.39 2.50 2.68  -0.280
33 S 0.25 1.87 1.05  -0.083
34 C 0.05 1.83 3.85  0.314
35 F -0.41 0.57 3.81  -0.325
36 C 0.18 2.41 5.10  0.316
37 F -0.14 1.72 6.19  -0.284
38 N -5.34 -1.48 4.99  -0.207
39 C -4.46 -1.37 4.26  0.231
40 C -3.36 -1.24 3.34  -0.061
41 C -2.26 -2.09 3.42  -0.189
42 C -1.22 -1.91 2.54  0.064
43 N -1.23 -0.96 1.60  -0.457
44 C -2.30 -0.15 1.51  0.076
45 C -3.38 -0.26 2.35  -0.206
46 H -2.21 -2.86 4.18  0.257
47 H -0.34 -2.54 2.59  0.241
48 H -2.26 0.61 0.74  0.235
49 H -4.22 0.41 2.25  0.257



Entry 5:
ORCA calculation (wB97M-V/def2-TZVPD) on an isolated ion of composition C9H8FN2O2 and charge -1 in a non-equilibrium geometry.

Calculated values
charge: -1
SMILES: CN1c2ccccc2[C@@H](F)N1C(=O)[O-]
HOMO: -0.1413 Eh
E_tot: -707.6219 Eh
relative energy (zero: lowest compared OMol25 entry of this formula, charge and spin): 0.0 kJ/mol

Each line ends with the natural charge from an NBO analysis.
Positions of all 22 atoms, in Å:
1 C 1.08 2.35 1.62  -0.306
2 C 1.89 2.07 0.54  -0.203
3 C 0.01 1.44 1.93  -0.147
4 C 1.64 1.00 -0.32  -0.293
5 C -0.25 0.46 1.04  -0.177
6 C 0.44 0.28 -0.16  0.214
7 C -1.08 -2.82 -0.31  0.882
8 C -1.37 -0.49 1.07  0.308
9 C -0.09 -0.68 -2.37  -0.436
10 N -0.06 -0.72 -0.91  -0.267
11 N -1.30 -1.28 -0.45  -0.368
12 O -0.61 -3.29 -1.32  -0.749
13 O -1.51 -3.26 0.73  -0.754
14 F -2.58 0.18 1.15  -0.365
15 H 1.24 3.00 2.45  0.199
16 H 2.66 2.83 0.40  0.201
17 H -0.62 1.57 2.80  0.205
18 H 2.25 0.95 -1.28  0.208
19 H -1.29 -1.40 1.64  0.219
20 H -0.86 0.03 -2.73  0.169
21 H 0.89 -0.50 -2.87  0.185
22 H -0.50 -1.72 -2.66  0.274



Entry 6:
ORCA calculation (wB97M-V/def2-TZVPD) on C6H14N2O3S as an isolated structure in a non-equilibrium geometry.

Calculated values
HOMO: -0.3421 Eh
E_tot: -970.4140 Eh
relative energy (zero: lowest compared OMol25 entry of this formula, charge and spin): 0.0 kJ/mol

Each line ends with the natural charge from an NBO analysis.
Positions of all 26 atoms, in Å:
1 C -1.18 -1.59 0.19  0.634
2 C 0.45 1.82 -1.05  -0.656
3 C -1.98 1.13 -1.11  -0.663
4 C 2.44 0.36 1.29  -0.864
5 C -0.55 0.70 -1.15  -0.066
6 C -0.25 -0.45 0.47  -0.214
7 N -0.73 -2.50 -0.70  -0.820
8 N -0.56 0.33 1.61  -0.867
9 O -2.29 -1.62 0.69  -0.627
10 O 1.45 -2.06 1.59  -0.951
11 O 1.97 -1.37 -0.70  -0.962
12 S 1.46 -1.01 0.60  2.141
13 H 0.35 2.34 -0.10  0.220
14 H 1.46 1.45 -1.15  0.215
15 H 0.26 2.54 -1.85  0.221
16 H -2.23 1.61 -2.06  0.225
17 H -2.65 0.28 -0.97  0.237
18 H -2.15 1.84 -0.31  0.213
19 H 3.05 -0.06 2.08  0.259
20 H 3.06 0.78 0.51  0.249
21 H 1.75 1.10 1.69  0.263
22 H -0.31 -0.02 -1.92  0.209
23 H 0.25 -2.50 -0.97  0.419
24 H -1.28 -3.32 -0.87  0.407
25 H -0.18 -0.12 2.44  0.376
26 H -1.58 0.34 1.72  0.402



Entry 7:
ORCA calculation (wB97M-V/def2-TZVPD) on a 7-piece molecular cluster, C18H52N2O7 overall in a non-equilibrium geometry.

Calculated values
SMILES: COC[C@H](C)N.COC[C@H](C)N.CCO.CCO.CCO.CCO.CCO
HOMO: -0.3325 Eh
E_tot: -1353.0209 Eh
relative energy (zero: lowest compared OMol25 entry of this formula, charge and spin): 185.1 kJ/mol

Each line ends with the Löwdin charge.
Positions of all 79 atoms, in Å:
1 C 4.46 -1.74 0.59  -0.059
2 C 4.63 -0.47 -0.15  -0.499
3 C 4.50 0.80 0.67  -0.186
4 O 3.12 0.85 0.96  -0.198
5 C 2.73 1.86 1.82  -0.125
6 N 5.83 -0.41 -0.93  0.055
7 H 3.41 -1.97 0.80  0.074
8 H 5.00 -1.66 1.54  0.085
9 H 4.67 -2.66 0.04  0.082
10 H 3.75 -0.51 -0.80  0.106
11 H 4.84 1.69 0.13  0.125
12 H 5.15 0.74 1.54  0.129
13 H 2.49 2.79 1.31  0.086
14 H 3.36 1.99 2.70  0.093
15 H 1.77 1.57 2.26  0.075
16 H 5.90 0.51 -1.33  0.063
17 H 5.74 -1.11 -1.66  0.077
18 C -0.59 5.43 -0.89  -0.037
19 C -1.23 4.24 -0.11  -0.435
20 C -2.04 4.78 1.06  -0.227
21 O -2.60 3.78 1.88  -0.178
22 C -1.71 3.16 2.81  -0.088
23 N -2.21 3.58 -0.92  0.037
24 H -1.34 6.17 -1.15  0.079
25 H -0.32 4.93 -1.83  0.067
26 H 0.26 5.84 -0.35  0.080
27 H -0.47 3.51 0.18  0.110
28 H -2.79 5.45 0.65  0.127
29 H -1.51 5.56 1.61  0.119
30 H -1.62 3.93 3.58  0.092
31 H -0.72 2.88 2.44  0.066
32 H -2.08 2.21 3.18  0.087
33 H -2.74 3.00 -0.30  0.082
34 H -2.92 4.07 -1.46  0.098
35 C -4.58 -2.70 -2.25  -0.096
36 C -3.59 -1.78 -1.60  -0.331
37 O -3.24 -0.75 -2.49  -0.093
38 H -5.47 -2.30 -2.74  0.072
39 H -4.87 -3.53 -1.61  0.068
40 H -4.14 -3.34 -3.02  0.069
41 H -2.66 -2.35 -1.56  0.094
42 H -3.88 -1.44 -0.61  0.100
43 H -2.34 -0.47 -2.32  0.027
44 C -2.79 -1.79 2.63  -0.060
45 C -2.10 -3.05 3.23  -0.256
46 O -1.06 -3.61 2.42  -0.110
47 H -3.34 -1.98 1.71  0.061
48 H -2.16 -0.94 2.40  0.055
49 H -3.52 -1.43 3.36  0.074
50 H -2.79 -3.85 3.49  0.111
51 H -1.55 -2.85 4.15  0.106
52 H -0.46 -4.06 3.01  0.091
53 C -0.22 -0.67 0.22  -0.049
54 C -0.35 0.76 -0.30  -0.244
55 O -1.23 0.69 -1.47  -0.122
56 H -1.15 -1.21 0.40  0.048
57 H 0.50 -0.82 1.03  0.074
58 H 0.16 -1.29 -0.59  0.081
59 H 0.53 1.29 -0.67  0.084
60 H -0.74 1.53 0.36  0.075
61 H -1.40 1.60 -1.70  0.050
62 C 1.67 2.07 -3.03  -0.077
63 C 2.95 1.52 -2.50  -0.356
64 O 4.05 2.21 -2.98  -0.056
65 H 0.77 1.51 -2.76  0.057
66 H 1.65 2.12 -4.12  0.081
67 H 1.49 3.06 -2.61  0.076
68 H 3.08 0.44 -2.58  0.113
69 H 2.84 1.72 -1.43  0.092
70 H 4.17 1.86 -3.86  0.088
71 C -0.77 -6.43 0.50  -0.099
72 C -1.03 -5.30 -0.53  -0.272
73 O -2.02 -4.36 -0.01  -0.104
74 H -1.68 -6.74 1.02  0.072
75 H -0.07 -6.31 1.33  0.056
76 H -0.39 -7.21 -0.17  0.065
77 H -1.46 -5.78 -1.41  0.102
78 H -0.05 -4.96 -0.87  0.103
79 H -1.49 -3.89 0.64  0.016



Entry 8:
ORCA calculation (wB97M-V/def2-TZVPD) on one molecule with the formula C4H8N2 in a non-equilibrium geometry.

Calculated values
HOMO (spin up / spin down): -0.2895 / -0.2484 Eh
E_tot: -266.5667 Eh
relative energy (zero: lowest compared OMol25 entry of this formula, charge and spin): 407.8 kJ/mol

Each line ends with the natural charge from an NBO analysis.
Positions of all 14 atoms, in Å:
1 C -0.32 1.31 0.53  -0.438
2 N -0.35 0.01 -0.09  -0.325
3 C -1.50 -0.82 0.15  -0.399
4 C 0.72 -0.47 -0.62  0.078
5 C 2.11 -0.20 -0.37  -0.151
6 N 2.62 0.46 0.58  -0.378
7 H -1.18 1.42 1.18  0.201
8 H -0.35 2.07 -0.25  0.211
9 H 0.63 1.39 1.07  0.261
10 H -1.53 -1.02 1.23  0.206
11 H -1.44 -1.77 -0.39  0.218
12 H -2.37 -0.25 -0.14  0.204
13 H 0.54 -1.25 -1.34  0.179
14 H 2.48 -0.91 -1.30  0.133



- E_tot of number 3 (C2H8N4O)?
  -374.3021 Eh



- What is the E_tot in the fifth record?
  -707.6219 Eh



- Which value of E_tot does entry 8 give?
  -266.5667 Eh



- Number 3 is which compound?
  C2H8N4O